Entry from the OMol25 dataset: 2 unconnected molecules or ions with the total composition C5H9FN2O2 in a non-equilibrium geometry (the ωB97M-V functional and the def2-TZVPD basis).

Atoms and positions in Å:
C  -1.569669  -0.276100  -1.083452
C  -2.131867  -0.626069  0.256946
C  -0.763355  1.067438  -0.928632
C  -1.118627  -0.005828  1.183323
C  -0.407261  0.886302  0.564767
N  2.955749  0.555948  0.801499
N  2.705214  -0.430112  0.029214
O  1.983884  -1.412895  0.729869
O  3.051072  -0.688934  -1.078843
F  3.768541  1.415180  0.010739
H  -0.921441  -1.114327  -1.415013
H  -2.345281  -0.317734  -1.945013
H  -3.169499  -0.116743  0.419428
H  -2.302174  -1.721890  0.418705
H  0.131071  1.075768  -1.598487
H  -1.411406  1.884371  -1.117735
H  -0.998604  -0.371741  2.217153
H  2.254872  -1.430946  1.680077
H  0.288786  1.628307  0.855464

Atoms 1-3, force components in eV/Å:
C -0.60 -0.64 -3.32
C -2.04 -0.02 1.00
C 0.18 -3.19 0.56

## Properties
Energy relative to the best compared isomer or geometry (same formula, charge and spin)   565.6 kJ/mol
Largest force on an atom   3.44 eV/A
Frontier orbital gap   9.4 eV
Electronic energy   -555.527412 hartree
Total charge   0
Highest occupied orbital energy   -9.36 eV
Structure (SMILES)   [O-]/[N+](O)=N\F.C1=CCCC1